Entry 1:
DFT (ωB97M-V/def2-TZVPD) results for C9H15F6O13S2V as an isolated structure.

- LUMO level (eV) = 0.625
- net charge = -2
- Kohn-Sham gap (eV) = 2.3

Structure (XYZ):
```
46
Properties=species:S:1:pos:R:3:lowdin_charge:R:1
O 8.723 -19.660 -4.690 -0.412
V 9.655 -20.215 -3.473 1.066
O 11.164 -20.188 -3.992 -0.406
C 11.522 -13.183 -0.697 -0.628
F 11.125 -11.982 -0.183 0.073
F 12.144 -12.947 -1.836 0.119
F 12.433 -13.753 0.101 0.102
S 9.918 -14.326 -0.996 0.457
O 10.400 -15.677 -1.311 -0.386
O 9.086 -14.329 0.170 -0.352
O 9.302 -13.754 -2.212 -0.382
S 7.636 -25.733 -4.547 0.142
O 7.693 -26.732 -3.470 -0.333
O 8.236 -26.533 -5.662 -0.340
O 6.262 -25.435 -4.889 -0.375
O 8.402 -24.554 -4.241 -0.370
C 11.449 -21.571 0.848 -0.134
O 10.172 -21.192 0.492 -0.173
C 9.217 -21.815 1.271 -0.201
C 7.850 -21.007 1.022 -0.187
O 7.535 -21.167 -0.362 -0.193
C 6.136 -20.785 -0.500 -0.087
H 12.174 -21.073 0.204 0.096
H 11.698 -22.630 0.775 0.088
H 11.609 -21.389 1.911 0.083
H 9.444 -21.696 2.331 0.112
H 9.045 -22.876 1.088 0.131
H 7.952 -19.933 1.175 0.125
H 7.128 -21.379 1.749 0.111
H 5.719 -20.880 -1.503 0.093
H 5.973 -19.772 -0.131 0.083
H 5.542 -21.395 0.180 0.077
C 12.981 -23.265 -9.306 -0.040
C 13.956 -23.920 -10.324 -0.238
O 15.280 -23.910 -9.917 0.024
C 16.290 -24.396 -10.704 -0.271
O 16.025 -24.804 -11.886 0.100
C 17.652 -24.330 -10.166 -0.670
F 18.445 -25.071 -10.834 0.232
F 18.153 -23.124 -10.185 0.207
F 17.668 -24.721 -8.881 0.169
H 11.932 -23.536 -9.428 0.081
H 12.874 -22.190 -9.452 0.073
H 13.309 -23.574 -8.313 0.083
H 13.843 -23.343 -11.242 0.121
H 13.654 -24.932 -10.593 0.128
```

Entry 2:
DFT (ωB97M-V/def2-TZVPD) results for a 2-piece molecular cluster, CH6NO overall.

- LUMO level (eV) = 4.863
- ΔE to the lowest compared entry with this formula, charge and spin (kcal per mole) = 1.74
- net charge = -1
- Kohn-Sham gap (eV) = 7.4

Structure (XYZ):
```
9
Properties=species:S:1:pos:R:3:lowdin_charge:R:1
O 1.628 -0.843 0.361 -0.595
H 2.485 -0.790 -0.085 -0.194
C -0.918 0.883 0.363 -0.239
N -0.943 -0.114 -0.713 -0.101
H -0.078 0.634 1.010 0.036
H -0.759 1.904 -0.009 0.046
H -1.877 0.922 0.893 0.035
H -0.108 -0.687 -0.556 -0.009
H -0.878 0.303 -1.628 0.021
```

Entry 3:
DFT (ωB97M-V/def2-TZVPD) results for a 13-piece molecular cluster, C24H80N6O13 overall.

- LUMO level (eV) = 0.156
- ΔE to the lowest compared entry with this formula, charge and spin (kcal per mole) = 121.96
- net charge = 0
- Kohn-Sham gap (eV) = 8.9

Structure (XYZ):
```
123
Properties=species:S:1:pos:R:3:lowdin_charge:R:1
O -5.630 -4.375 -1.907 -0.051
H -5.039 -5.110 -2.076 0.026
H -5.574 -3.836 -2.696 0.030
O -2.458 8.029 7.567 -0.054
H -3.028 7.790 6.836 0.022
H -2.442 8.986 7.555 0.027
O -4.957 0.994 8.028 -0.056
H -5.536 0.268 7.794 0.027
H -4.224 0.923 7.417 0.024
O 3.833 0.934 6.282 -0.057
H 3.979 0.511 7.128 0.028
H 3.485 1.798 6.503 0.028
O -5.694 7.217 4.847 -0.050
H -6.358 7.900 4.751 0.029
H -5.591 6.857 3.966 0.025
O -5.492 -3.259 2.155 -0.050
H -5.869 -3.549 1.325 0.024
H -4.616 -2.949 1.926 0.019
O 0.756 3.079 9.396 -0.057
H 0.076 3.728 9.215 0.030
H 0.694 2.924 10.339 0.027
C 7.909 -2.748 1.851 -0.049
C 6.416 -2.451 2.217 -0.451
C 5.904 -3.314 3.384 -0.162
O 6.095 -4.755 3.173 -0.193
C 4.965 -5.378 2.620 -0.129
N 6.261 -1.028 2.499 0.034
H 8.231 -3.776 1.684 0.071
H 8.511 -2.525 2.732 0.071
H 8.207 -2.162 0.981 0.074
H 5.787 -2.618 1.343 0.122
H 4.848 -3.049 3.437 0.119
H 6.617 -3.051 4.166 0.126
H 4.065 -5.101 3.169 0.081
H 5.059 -6.453 2.469 0.089
H 4.826 -4.970 1.618 0.078
H 7.070 -0.831 3.070 0.058
H 5.676 -0.858 3.305 0.061
C 6.110 -1.697 -3.878 -0.084
C 5.621 -3.074 -4.088 -0.458
C 4.065 -3.109 -4.293 -0.180
O 3.746 -4.528 -4.291 -0.207
C 2.432 -4.772 -4.844 -0.112
N 6.309 -3.633 -5.249 0.042
H 6.026 -1.019 -4.727 0.085
H 7.127 -1.890 -3.535 0.086
H 5.541 -1.263 -3.056 0.079
H 5.761 -3.724 -3.224 0.138
H 3.786 -2.623 -5.228 0.119
H 3.472 -2.661 -3.497 0.118
H 2.279 -4.488 -5.885 0.079
H 1.569 -4.312 -4.362 0.077
H 2.344 -5.853 -4.730 0.085
H 6.558 -3.004 -5.999 0.070
H 5.750 -4.428 -5.524 0.062
C 2.598 4.920 -1.224 -0.046
C 3.416 6.284 -1.453 -0.384
C 3.691 7.109 -0.152 -0.253
O 2.557 7.749 0.261 -0.177
C 2.596 8.164 1.645 -0.070
N 4.594 5.928 -2.222 -0.002
H 2.798 4.359 -0.311 0.068
H 2.807 4.333 -2.118 0.054
H 1.558 5.244 -1.257 0.062
H 2.891 6.921 -2.165 0.126
H 4.459 7.863 -0.322 0.124
H 4.083 6.376 0.553 0.117
H 1.604 7.847 1.969 0.088
H 2.665 9.247 1.750 0.080
H 3.423 7.755 2.225 0.084
H 5.330 5.572 -1.628 0.066
H 4.463 5.302 -3.004 0.063
C -5.076 -8.312 -7.323 -0.076
C -3.795 -8.474 -6.565 -0.443
C -3.921 -9.270 -5.253 -0.185
O -4.026 -8.540 -4.024 -0.198
C -4.218 -9.383 -2.877 -0.104
N -2.914 -9.258 -7.422 0.009
H -5.560 -9.239 -7.631 0.084
H -4.847 -7.963 -8.330 0.071
H -5.766 -7.606 -6.861 0.085
H -3.221 -7.555 -6.443 0.136
H -2.964 -9.744 -5.030 0.114
H -4.723 -9.970 -5.486 0.129
H -5.161 -9.912 -2.736 0.080
H -4.217 -8.752 -1.989 0.084
H -3.459 -10.161 -2.954 0.081
H -2.642 -8.640 -8.173 0.069
H -2.016 -9.445 -6.999 0.067
C -1.113 2.387 3.306 -0.055
C -1.510 0.897 3.348 -0.415
C -0.944 0.023 2.144 -0.193
O -1.389 -1.304 2.387 -0.213
C -0.940 -2.249 1.411 -0.098
N -1.383 0.338 4.703 0.041
H -0.178 2.678 3.783 0.075
H -1.963 2.988 3.629 0.073
H -1.009 2.669 2.258 0.066
H -2.580 0.758 3.189 0.122
H 0.143 0.050 2.219 0.117
H -1.163 0.347 1.126 0.117
H -1.455 -3.209 1.463 0.084
H 0.114 -2.470 1.581 0.081
H -1.000 -1.828 0.407 0.080
H -1.584 -0.651 4.724 0.063
H -0.395 0.460 4.876 0.063
C -6.006 8.282 -1.150 -0.075
C -4.762 7.359 -1.143 -0.449
C -5.170 5.916 -1.113 -0.174
O -5.845 5.592 0.183 -0.199
C -6.381 4.285 0.129 -0.132
N -4.045 7.747 -2.331 0.030
H -5.890 9.363 -1.068 0.075
H -6.662 8.147 -0.291 0.064
H -6.721 7.999 -1.922 0.079
H -4.201 7.447 -0.213 0.145
H -4.360 5.221 -1.334 0.124
H -5.895 5.762 -1.912 0.114
H -5.661 3.468 0.176 0.085
H -7.139 4.262 -0.655 0.089
H -6.863 4.152 1.098 0.082
H -3.792 8.643 -1.940 0.067
H -4.522 8.006 -3.182 0.076
```

Entry 4:
DFT (ωB97M-V/def2-TZVPD) results for a 2-piece molecular cluster, C4H12 overall.

- LUMO level (eV) = 1.110
- ΔE to the lowest compared entry with this formula, charge and spin (kcal per mole) = 14.77
- SMILES = CC.CC
- net charge = 0
- Kohn-Sham gap (eV) = 12.5

Structure (XYZ):
```
16
Properties=species:S:1:pos:R:3:lowdin_charge:R:1
C -1.004 -0.982 -1.276 -0.163
C -1.979 -1.958 -0.579 -0.158
H -0.674 -1.302 -2.262 0.059
H -1.512 -0.034 -1.493 0.061
H -0.185 -0.708 -0.616 0.030
H -1.402 -2.526 0.152 0.059
H -2.693 -1.308 -0.077 0.055
H -2.544 -2.618 -1.235 0.059
C 1.938 1.121 0.387 -0.170
C 1.079 1.684 1.545 -0.159
H 1.814 1.820 -0.439 0.059
H 3.025 1.014 0.465 0.059
H 1.650 0.096 0.146 0.036
H 1.756 2.154 2.254 0.058
H 0.270 1.036 1.874 0.056
H 0.462 2.509 1.153 0.059
```

Entry 5:
DFT (ωB97M-V/def2-TZVPD) results for C27H41AsCl2F3N6O3S3SeSr as an isolated structure.

- LUMO level (eV) = 2.385
- ΔE to the lowest compared entry with this formula, charge and spin (kcal per mole) = 0.00
- net charge = -1
- Kohn-Sham gap (eV) = 5.5

Structure (XYZ):
```
88
Properties=species:S:1:pos:R:3:lowdin_charge:R:1
Sr -0.449 0.375 -1.569 0.675
Cl 2.434 1.477 -0.427 0.530
C 2.377 3.205 -0.063 -0.965
Cl 1.187 3.598 1.189 0.539
H 2.102 3.731 -0.968 -0.005
H 3.352 3.500 0.304 0.027
C 2.325 -3.228 -4.751 -0.171
C 2.927 -1.833 -4.749 -0.200
N 1.884 -0.834 -4.628 0.085
C 0.552 -1.072 -4.578 -0.420
N -0.214 -0.113 -4.149 -0.064
C -1.630 -0.244 -4.437 -0.253
C -2.110 -1.664 -4.159 -0.161
C -1.308 -2.608 -5.042 -0.157
N 0.110 -2.290 -5.010 -0.042
C 1.052 -3.231 -5.581 -0.156
H 2.076 -3.513 -3.728 0.085
H 3.047 -3.944 -5.149 0.111
H 3.485 -1.664 -5.677 0.113
H 3.626 -1.735 -3.916 0.101
H 2.123 0.124 -4.389 0.097
H -1.845 0.024 -5.480 0.123
H -2.183 0.497 -3.843 0.100
H -3.174 -1.787 -4.369 0.115
H -1.961 -1.912 -3.102 0.093
H -1.679 -2.548 -6.074 0.123
H -1.433 -3.644 -4.714 0.118
H 1.270 -2.989 -6.630 0.126
H 0.586 -4.218 -5.564 0.116
F 2.344 4.729 -2.903 0.096
C 1.420 4.553 -3.869 -0.660
F 0.384 5.348 -3.578 0.121
F 1.960 4.984 -5.015 0.121
S 0.893 2.792 -4.008 0.463
O 2.146 2.091 -4.197 -0.315
O -0.017 2.834 -5.120 -0.291
O 0.273 2.568 -2.699 -0.490
S 1.859 -1.694 -1.362 0.556
C 1.168 -2.646 -0.134 -0.886
N 1.425 -2.560 1.169 0.033
C 0.454 -3.329 1.948 -0.162
C -0.345 -4.083 0.870 -0.180
N 0.310 -3.662 -0.372 0.010
H 1.750 -1.675 1.559 0.080
H -0.192 -2.638 2.490 0.053
H 0.961 -3.999 2.645 0.112
H -1.383 -3.743 0.866 0.051
H -0.283 -5.166 0.986 0.102
H -0.247 -3.556 -1.204 0.110
C -2.585 4.571 -0.616 -0.337
As -2.386 2.658 -0.202 0.962
C -4.231 2.108 -0.551 -0.342
C -2.551 2.764 1.739 -0.347
H -3.448 5.001 -0.105 0.013
H -2.698 4.695 -1.693 0.014
H -1.681 5.099 -0.308 0.006
H -4.934 2.746 -0.011 0.017
H -4.319 1.073 -0.221 -0.015
H -4.442 2.165 -1.620 0.013
H -3.439 3.340 2.005 0.020
H -1.671 3.227 2.183 -0.008
H -2.631 1.739 2.099 -0.031
N 1.143 0.015 2.499 -0.343
S -0.011 0.371 3.513 0.934
C 0.830 1.281 4.807 -0.398
C 2.133 1.696 4.599 -0.089
C 2.770 2.451 5.577 -0.083
C 2.102 2.794 6.742 -0.100
C 0.787 2.383 6.935 -0.091
C 0.148 1.628 5.967 -0.088
C -0.447 -1.086 4.493 -0.402
C 0.470 -1.751 5.296 -0.080
C 0.102 -2.938 5.910 -0.090
C -1.175 -3.454 5.716 -0.095
C -2.081 -2.788 4.904 -0.078
C -1.719 -1.599 4.281 -0.119
H 0.619 0.045 1.614 -0.115
H 2.616 1.412 3.672 0.089
H 3.792 2.773 5.423 0.100
H 2.601 3.385 7.500 0.095
H 0.260 2.654 7.841 0.099
H -0.874 1.298 6.113 0.113
H 1.466 -1.347 5.433 0.115
H 0.812 -3.464 6.537 0.098
H -1.458 -4.384 6.193 0.096
H -3.068 -3.199 4.733 0.104
H -2.384 -1.106 3.579 0.055
Se -1.826 -0.869 0.607 -0.301
```

Entry 6:
DFT (ωB97M-V/def2-TZVPD) results for one molecule with the formula C20H19BrN4O2S.

- LUMO level (eV) = -0.071
- SMILES = N#Cc1c(NC(=O)c2ccc(Cn3cc(Br)cn3)o2)sc2c1CCCCCC2
- net charge = 0
- Kohn-Sham gap (eV) = 8.1

Structure (XYZ):
```
47
Properties=species:S:1:pos:R:3:lowdin_charge:R:1
N -1.729 3.723 0.535 0.162
C -1.850 2.663 0.108 -0.199
C -1.955 1.360 -0.390 -0.212
C -0.939 0.435 -0.256 -0.433
N 0.279 0.654 0.351 0.118
C 1.220 -0.337 0.426 -0.404
O 1.012 -1.442 -0.036 0.024
C 2.460 0.057 1.104 -0.167
C 2.852 1.225 1.719 0.017
C 4.154 0.995 2.201 -0.003
C 4.468 -0.293 1.852 -0.239
O 3.449 -0.854 1.190 0.135
C 5.717 -1.090 2.047 -0.035
N 6.609 -0.946 0.920 -0.165
C 7.152 0.191 0.442 -0.098
C 7.907 -0.181 -0.650 -0.710
C 7.755 -1.572 -0.753 -0.173
N 6.965 -2.006 0.205 0.081
H 8.182 -2.242 -1.470 0.104
Br 8.924 0.956 -1.751 0.711
H 6.979 1.151 0.882 0.122
H 6.223 -0.765 2.962 0.139
H 5.475 -2.153 2.110 0.140
H 4.769 1.684 2.742 0.116
H 2.294 2.134 1.824 0.114
H 0.448 1.575 0.728 0.142
S -1.340 -1.087 -0.945 1.194
C -2.905 -0.477 -1.425 -0.463
C -3.089 0.824 -1.072 -0.244
C -4.353 1.587 -1.285 -0.131
H -4.846 1.223 -2.188 0.109
H -4.129 2.647 -1.422 0.118
C -5.296 1.432 -0.082 -0.185
C -5.470 -0.012 0.390 -0.197
H -4.522 -0.379 0.787 0.110
H -6.176 0.005 1.223 0.107
C -5.980 -0.983 -0.686 -0.194
H -6.393 -0.423 -1.526 0.110
C -4.933 -1.974 -1.200 -0.197
H -4.440 -2.452 -0.351 0.115
H -5.452 -2.755 -1.761 0.108
C -3.865 -1.374 -2.127 -0.200
H -3.302 -2.196 -2.576 0.105
H -4.360 -0.826 -2.933 0.118
H -6.799 -1.572 -0.266 0.106
H -6.269 1.849 -0.349 0.113
H -4.901 2.019 0.751 0.111
```

Entry 7:
DFT (ωB97M-V/def2-TZVPD) results for one molecule with the formula C6H11NO2Si.

- 2S+1 = 3
- LUMO level (spin up / spin down) (eV) = -0.313 / -0.990
- net charge = 0
- Kohn-Sham gap (spin up / spin down) (eV) = 5.9 / 8.4

Structure (XYZ):
```
21
Properties=species:S:1:pos:R:3:lowdin_charge:R:1
C -3.340 -0.430 -0.029 -0.190
C -2.619 -0.904 -1.042 0.088
C -2.940 0.785 0.673 -0.267
C 3.249 0.370 -0.398 -0.056
C -0.017 -1.280 0.254 -0.128
C 0.933 0.835 0.443 -0.527
N -1.953 1.628 0.648 -0.096
O 1.895 0.832 -0.639 -0.264
O 0.639 -0.355 1.075 -0.149
Si -0.538 1.794 -0.248 0.791
H -4.299 -0.721 0.305 0.082
H -2.598 -1.879 -1.525 0.060
H -3.639 1.154 1.366 0.075
H 3.444 0.232 -1.472 0.109
H 3.213 -0.517 0.253 0.089
H 3.742 1.044 0.222 0.058
H -1.143 -1.054 -0.044 0.033
H -0.267 -2.303 0.685 0.119
H 0.483 -1.514 -0.643 0.072
H 1.506 1.398 1.325 0.160
H -0.153 3.097 -0.862 -0.060
```

Entry 8:
DFT (ωB97M-V/def2-TZVPD) results for a 2-piece molecular cluster, H2N2O3S overall.

- LUMO level (spin up / spin down) (eV) = -0.872 / -1.689
- ΔE to the lowest compared entry with this formula, charge and spin (kcal per mole) = 55.50
- net charge = 0
- Kohn-Sham gap (spin up / spin down) (eV) = 9.3 / 6.8

Structure (XYZ):
```
8
Properties=species:S:1:pos:R:3:lowdin_charge:R:1
N -0.434 -0.316 0.768 -0.241
N 3.056 0.271 -0.468 -0.291
O 3.161 1.196 0.297 0.050
O 3.687 -0.055 -1.450 0.055
O 1.535 -1.346 1.873 -0.532
S 0.993 -1.238 0.531 0.874
H -1.106 -0.196 0.068 0.007
H -0.417 0.491 1.434 0.078
```

Entry 9:
DFT (ωB97M-V/def2-TZVPD) results for a 4-piece molecular cluster, C5H14O3 overall.

- 2S+1 = 2
- LUMO level (spin up / spin down) (eV) = -5.156 / -8.113
- ΔE to the lowest compared entry with this formula, charge and spin (kcal per mole) = 9.84
- net charge = +1
- Kohn-Sham gap (spin up / spin down) (eV) = 9.1 / 6.1

Structure (XYZ):
```
22
Properties=species:S:1:pos:R:3:lowdin_charge:R:1
C 2.451 -0.229 -1.512 -0.028
C 1.392 0.313 -0.659 0.000
C 0.888 1.612 -0.694 0.007
C -0.126 1.944 0.245 -0.095
C -1.019 2.959 0.023 0.173
H 1.918 -0.517 -2.430 0.132
H 2.815 -1.179 -1.141 0.096
H 3.166 0.541 -1.796 0.107
H 0.883 -0.447 -0.071 0.134
H 1.212 2.345 -1.424 0.148
H 0.064 1.771 1.298 0.117
H -1.708 3.233 0.817 0.094
H -1.360 3.302 -0.950 0.101
H -1.883 -1.957 -1.461 -0.015
H -2.650 -2.261 -0.266 0.037
O -2.660 -2.411 -1.218 -0.029
H -1.625 0.280 4.167 0.042
H -0.866 1.363 3.349 -0.009
O -1.045 1.043 4.231 -0.037
H 1.387 -3.885 -1.437 0.043
H 0.348 -4.138 -0.327 0.042
O 0.848 -3.451 -0.770 -0.059
```